Molecular formula: C3H6O2S
Method: DFT, the ωB97M-V functional and the def2-TZVPD basis

Summary:
energy = -666.58663 hartree
lowest unoccupied orbital energy = 0.709 eV
highest occupied orbital energy = -9.31 eV
SMILES = O=C(O)CCS
energy relative to the best compared isomer or geometry (same formula, charge and spin) = 4.6 kcal per mole

ORCA input file:
```
! RIJCOSX wB97M-V def2-TZVPD def2/J DEFGRID3
* xyz 0 1
O -0.7535 0.4377 2.1841
C -0.7504 -0.3531 1.2876
O -0.5499 -1.6812 1.5183
C -0.9317 -0.0407 -0.1681
C 0.0594 0.9936 -0.7074
S 1.3836 0.3186 -1.7427
H -0.7023 -1.7856 2.4732
H -1.9495 0.3633 -0.2139
H -0.9829 -0.9351 -0.7908
H -0.4819 1.7211 -1.3152
H 0.4819 1.5432 0.1362
H 0.5590 -0.3834 -2.5274
*
```

=====

Molecular formula: C5H9NO
Method: DFT, the ωB97M-V functional and the def2-TZVPD basis

Summary:
energy = -325.83616 hartree
lowest unoccupied orbital energy = 0.667 eV
highest occupied orbital energy = -10.36 eV
SMILES = C=C(CO)CC#N.[H][H]
energy relative to the best compared isomer or geometry (same formula, charge and spin) = 63.6 kcal per mole

ORCA input file:
```
! RIJCOSX wB97M-V def2-TZVPD def2/J DEFGRID3
* xyz 0 1
C 0.7859 1.6409 0.1238
C 0.3597 0.3940 -0.0424
C -0.0561 -0.1690 -1.3747
O -1.4507 -0.4259 -1.3259
C 0.3136 -0.5961 1.1041
C 1.4473 -1.5137 0.9346
N 2.3614 -2.1836 0.7032
H 1.0873 2.0151 1.0994
H 0.8574 2.3298 -0.7134
H 0.1994 0.5377 -2.1758
H 0.5006 -1.1018 -1.5542
H -1.6613 -1.0923 -1.9896
H -0.6216 -1.1676 1.0829
H 0.3831 -0.0982 2.0765
H -2.4038 0.4941 1.2834
H -2.1022 0.9365 0.7681
*
```

=====

Molecular formula: C48H28ClN2O7PS2
Method: DFT, the ωB97M-V functional and the def2-TZVPD basis

Summary:
energy = -4080.00334 hartree
lowest unoccupied orbital energy = -1.968 eV
highest occupied orbital energy = -8.75 eV
SMILES = O=C1c2ccccc2C(=O)c2ccccc21.O=C1c2ccccc2C(=O)c2ccccc21.O=C1c2ccccc2C(=O)c2ccccc21.OP(Cl)c1ccc(S)c2nsnc12

ORCA input file:
```
! RIJCOSX wB97M-V def2-TZVPD def2/J DEFGRID3
* xyz 0 1
O 4.7936 -2.9667 -1.9301
C 5.0965 -2.8462 -3.1060
C 5.8503 -3.9143 -3.8011
C 6.1976 -5.0760 -3.1092
C 6.8708 -6.1007 -3.7653
C 7.1983 -5.9705 -5.1133
C 6.8692 -4.8072 -5.8009
C 6.1998 -3.7739 -5.1444
C 5.8697 -2.5324 -5.8801
O 6.2230 -2.3877 -7.0383
C 5.0991 -1.4735 -5.1912
C 4.7499 -0.3129 -5.8845
C 3.9969 0.6729 -5.2553
C 3.5903 0.5032 -3.9337
C 3.9489 -0.6454 -3.2365
C 4.7088 -1.6345 -3.8618
H 5.9404 -5.1856 -2.0603
H 7.1361 -7.0051 -3.2269
H 7.7126 -6.7760 -5.6279
H 7.1317 -4.7096 -6.8498
H 5.0598 -0.1773 -6.9161
H 3.7228 1.5728 -5.7970
H 2.9944 1.2683 -3.4457
H 3.6310 -0.7690 -2.2060
O -4.3245 0.6218 -0.0130
C -4.8798 0.8988 1.0375
C -4.8373 2.2799 1.5685
C -4.1739 3.2747 0.8492
C -4.1621 4.5829 1.3196
C -4.8134 4.9033 2.5088
C -5.4610 3.9109 3.2376
C -5.4689 2.5954 2.7717
C -6.1448 1.5430 3.5626
O -6.6499 1.8077 4.6408
C -6.2047 0.1662 3.0224
C -6.8705 -0.8279 3.7416
C -6.9610 -2.1165 3.2266
C -6.3881 -2.4169 1.9927
C -5.7115 -1.4320 1.2801
C -5.6137 -0.1387 1.7963
H -3.6685 3.0324 -0.0810
H -3.6487 5.3542 0.7548
H -4.8145 5.9271 2.8691
H -5.9624 4.1656 4.1662
H -7.3231 -0.5988 4.7014
H -7.4825 -2.8871 3.7856
H -6.4673 -3.4206 1.5869
H -5.2648 -1.6740 0.3206
O 2.1048 -2.8049 5.5173
C 1.7750 -1.7461 5.0106
C 1.1325 -0.6903 5.8263
C 0.9231 -0.9035 7.1898
C 0.3566 0.0980 7.9709
C -0.0013 1.3151 7.3948
C 0.1899 1.5242 6.0333
C 0.7517 0.5193 5.2448
C 0.9348 0.7446 3.7936
O 0.5521 1.7807 3.2751
C 1.5947 -0.3022 2.9826
C 1.8051 -0.0863 1.6202
C 2.4541 -1.0492 0.8550
C 2.8958 -2.2302 1.4473
C 2.6748 -2.4549 2.8027
C 2.0184 -1.4926 3.5728
H 1.2049 -1.8475 7.6456
H 0.1986 -0.0678 9.0319
H -0.4319 2.1007 8.0076
H -0.0958 2.4728 5.5892
H 1.4677 0.8339 1.1539
H 2.6201 -0.8773 -0.2038
H 3.4109 -2.9771 0.8511
H 3.0188 -3.3788 3.2573
O -4.6940 4.9727 -2.1390
P -3.1409 5.5179 -2.7122
Cl -2.2378 6.4276 -1.0333
C -2.2649 3.8897 -3.1778
C -2.7884 3.2148 -4.4982
C -2.1758 1.8320 -4.9764
C -1.0649 1.1674 -4.1110
S -0.2873 -0.4825 -4.5207
C -0.5275 1.8606 -2.8018
N 0.5079 1.3831 -1.9238
S 0.6631 2.5372 -0.6681
N -0.5463 3.7064 -1.0800
C -1.1286 3.2364 -2.3099
H -4.6221 3.9884 -2.0046
H -3.6255 3.6793 -5.1201
H -2.5077 1.2877 -5.9306
H -0.4094 -1.2034 -3.3277
*
```

=====

What did the first record say?
Molecular formula: C3H6O2S
Method: DFT, the ωB97M-V functional and the def2-TZVPD basis

Summary:
energy = -666.58663 hartree
lowest unoccupied orbital energy = 0.709 eV
highest occupied orbital energy = -9.31 eV
SMILES = O=C(O)CCS
energy relative to the best compared isomer or geometry (same formula, charge and spin) = 4.6 kcal per mole

ORCA input file:
```
! RIJCOSX wB97M-V def2-TZVPD def2/J DEFGRID3
* xyz 0 1
O -0.7535 0.4377 2.1841
C -0.7504 -0.3531 1.2876
O -0.5499 -1.6812 1.5183
C -0.9317 -0.0407 -0.1681
C 0.0594 0.9936 -0.7074
S 1.3836 0.3186 -1.7427
H -0.7023 -1.7856 2.4732
H -1.9495 0.3633 -0.2139
H -0.9829 -0.9351 -0.7908
H -0.4819 1.7211 -1.3152
H 0.4819 1.5432 0.1362
H 0.5590 -0.3834 -2.5274
*
```

=====

The highest energy belongs to which entry?
C5H9NO

=====

Number 2 is which compound?
C5H9NO

=====

Among the records above, which one has the lowest energy?
C48H28ClN2O7PS2